1.
Below is the molecule C2H5NO, with properties calculated with ωB97M-V with the def2-TZVPD basis set.

Cartesian coordinates (Å):
C -1.0607 0.0322 0.3309
N 0.1222 0.3303 -0.4433
C 1.3237 -0.2303 -0.1595
O 1.5355 -0.9993 0.7578
H -0.7435 -0.2837 1.3254
H -1.6902 0.9196 0.4251
H -1.6422 -0.7746 -0.1164
H 0.0431 0.8981 -1.2694
H 2.1121 0.1077 -0.8507

lowest unoccupied orbital energy	0.0330	Ha
SMILES	CNC=O
highest occupied orbital energy	-0.362	Eh

=====

2.
Below is a structure of composition C25H23B2ClF4N7O8SeSr, with properties calculated with ωB97M-V with the def2-TZVPD basis set.

Cartesian coordinates (Å):
Sr 0.4139 -0.5279 -0.2885
C -0.5580 -1.3355 -4.3639
C 0.2536 -0.5659 -3.3805
N -0.2065 0.3268 -2.5889
O -1.5523 0.5534 -2.6177
B -1.8876 1.9320 -2.1095
F -1.1722 2.8786 -2.8409
F -3.2568 2.0615 -2.2386
O -1.6146 2.1608 -0.6406
N -0.3229 1.8936 -0.2598
C 0.4213 2.8768 0.0638
C 0.0052 4.3091 0.0350
C 1.8636 2.5051 0.3417
N 2.1162 1.2581 0.2655
O 3.4449 0.8757 0.3315
B 4.0721 0.6447 -1.0178
F 3.9525 1.8055 -1.7819
F 5.3828 0.2897 -0.7505
O 3.5107 -0.5180 -1.7991
N 2.1839 -0.3567 -2.0805
C 1.7335 -0.8234 -3.1808
C 2.5407 -1.5532 -4.2002
C 2.8886 3.5692 0.5292
H -1.4404 -0.7613 -4.6369
H -0.8926 -2.2729 -3.9090
H 0.0252 -1.5768 -5.2521
H -0.9539 4.3952 -0.4666
H 0.7510 4.9080 -0.4869
H -0.0785 4.6977 1.0535
H 3.5801 -1.5862 -3.8870
H 2.4683 -1.0581 -5.1706
H 2.1622 -2.5704 -4.3212
H 2.5010 4.3630 1.1677
H 3.1495 3.9966 -0.4416
H 3.7872 3.1360 0.9593
C 1.2050 -3.6308 1.4794
C 2.1466 -3.1098 0.4662
C 2.9261 -2.1709 1.0124
C 2.5928 -2.0677 2.4844
C 1.4304 -3.0181 2.6436
H 0.4498 -4.3724 1.2719
H 2.1678 -3.4418 -0.5614
H 3.6907 -1.5718 0.5436
H 3.4524 -2.4274 3.0651
H 0.9116 -3.1531 3.5807
O -4.7959 -3.9539 -1.1092
C -5.0944 -3.0475 -0.2030
O -6.2142 -2.9172 0.2348
C -3.9787 -2.1839 0.2822
C -4.1280 -1.1260 1.1640
Cl -5.5095 -0.5035 1.9324
N -2.9115 -0.6072 1.4112
N -1.9631 -1.2763 0.7331
C -2.5844 -2.2215 0.0440
C -1.7309 -3.0598 -0.9032
O -2.3215 -3.8596 -1.6507
O -0.4950 -2.8471 -0.8582
C -2.5259 0.5010 2.2238
C -3.0333 1.7615 1.9636
C -2.5885 2.8252 2.7346
C -1.6487 2.6244 3.7346
C -1.1476 1.3541 3.9797
C -1.5872 0.2809 3.2211
H -3.8130 -3.9310 -1.3692
H -3.7203 1.9154 1.1445
H -2.9640 3.8187 2.5274
H -1.2923 3.4624 4.3202
H -0.4056 1.1989 4.7504
H -1.2089 -0.7189 3.3940
Se 2.6618 1.9438 3.9931
C 2.4637 0.3415 3.3482
N 2.2920 -0.7417 2.9353

lowest unoccupied orbital energy	0.0720	Ha
highest occupied orbital energy	-0.240	Eh
net charge	-1

=====

3.
Below is a cluster of 2 separate species, C3H10NO in total at a distorted geometry, with properties calculated with ωB97M-V with the def2-TZVPD basis set.

Cartesian coordinates (Å):
C -4.5378 -0.8282 2.5889
N -4.2183 -1.7547 1.4578
H -5.5594 -0.4231 2.3871
H -3.7799 -0.0722 2.7478
H -4.6642 -1.4699 3.5494
H -3.4961 -1.0953 0.9981
H -3.6809 -2.5359 1.7012
H -4.9866 -1.9282 0.7555
O 6.3191 2.8650 -2.5640
C 5.6485 1.8275 -2.8959
C 4.6867 1.0824 -1.8882
H 5.4273 1.5768 -3.9838
H 4.6861 1.0081 -0.7634
H 3.8700 1.6973 -2.0700
H 4.2854 0.0503 -2.0206

lowest unoccupied orbital energy	-0.1611	Ha
highest occupied orbital energy	-0.421	Eh
net charge	+1

=====

4.
Below is the molecule C3H5N3, with properties calculated with ωB97M-V with the def2-TZVPD basis set.

Cartesian coordinates (Å):
C 0.7784 -0.9361 -0.8777
C 0.0377 -0.0350 0.0516
C 0.1906 0.3699 1.3473
N -0.7024 1.3744 1.6070
N -1.4256 1.5799 0.5631
N -0.9725 0.7553 -0.4003
H 0.8789 -1.9480 -0.4823
H 0.2768 -0.9895 -1.8489
H 1.7756 -0.5214 -1.0546
H 0.8235 -0.0304 2.1238
H -1.6609 0.3809 -1.0290

lowest unoccupied orbital energy	0.0290	Ha
SMILES	Cc1cnn[nH]1
highest occupied orbital energy	-0.353	Eh

=====

5.
Below is a cluster of 2 separate species, C3H10NO in total, with properties calculated with ωB97M-V with the def2-TZVPD basis set.

Cartesian coordinates (Å):
C -0.6103 -0.8598 -0.7531
O -0.0913 -0.9821 0.4944
C -0.1326 0.4442 -1.3855
N -0.6558 0.7017 -2.7380
H -0.3371 -1.6869 -1.4628
H -1.7372 -0.9038 -0.7866
H -0.3337 1.2777 -0.7037
H 0.9585 0.3615 -1.4296
H -1.5609 1.1430 -2.7715
H -0.0276 1.1235 -3.3971
C 0.9017 -0.1192 2.9857
H 0.1711 -0.6524 3.5968
H 1.4003 -0.8471 2.3522
H 1.6321 0.3785 3.6364
H 0.4228 0.6210 2.3624

lowest unoccupied orbital energy	0.1608	Ha
highest occupied orbital energy	-0.077	Eh
net charge	-1

=====

6.
Below is a structure of composition C34H66BeF2LiN4O16S at a distorted geometry, with properties calculated with ωB97M-V with the def2-TZVPD basis set.

Cartesian coordinates (Å):
C -1.4440 -3.1401 0.8241
C -2.3232 -3.3021 -0.5510
N -1.6498 -2.7972 -1.8078
C -0.3528 -3.5387 -2.0769
C 0.9940 -2.7861 -1.5180
C 1.0941 -1.1985 -1.9135
C 1.3495 -0.3943 -0.5066
C 0.4249 0.9911 -0.3617
N -1.0581 0.7407 -0.4945
C -1.7298 1.6506 -1.4987
C -1.4931 3.2556 -1.2492
C -1.7923 0.7653 0.8246
C -1.6215 1.8548 2.0347
O -2.7364 -0.1977 1.0118
O 0.2130 -0.6297 -2.9449
S 1.0983 0.4824 -3.8981
O 0.7585 1.9966 -3.8283
O 1.0425 0.2122 -5.4250
O 2.5926 0.3401 -3.0685
C 2.5997 -1.0956 -2.6325
O 2.7939 -1.7742 -3.9322
C -2.5619 -2.8129 -3.0146
C -4.1162 -3.3318 -3.0636
O -2.0607 -2.3031 -4.1742
H -2.1607 -2.9335 1.7558
H -0.8348 -4.1118 1.1189
H -0.7662 -2.1740 0.7387
H -2.6408 -4.4517 -0.6060
H -3.3372 -2.6962 -0.4076
H -0.4297 -4.5661 -1.4755
H -0.1757 -3.8286 -3.1969
H 1.0775 -3.0216 -0.3735
H 1.9203 -3.3334 -2.0303
H 2.4826 -0.0630 -0.4674
H 1.1378 -1.0106 0.4656
H 0.8239 1.7007 -1.2350
H 0.7642 1.4919 0.6393
H -2.9002 1.4462 -1.3963
H -1.4640 1.3452 -2.6120
H -0.7999 3.5016 -0.3140
H -0.8766 3.6530 -2.1910
H -2.4873 3.8710 -1.0709
H -1.4497 2.9609 1.6951
H -0.7809 1.5064 2.7997
H -2.6332 1.8357 2.6586
H 3.5189 -1.4813 -2.0183
H 2.0676 -2.4719 -4.0905
H -4.8041 -2.3699 -3.1245
H -4.2941 -3.9078 -4.0915
H -4.4207 -4.0804 -2.2175
Li 3.1278 -3.5161 -0.1739
C 3.2528 5.0985 -3.0784
O 1.9195 4.8454 -2.6755
H 3.5796 6.0483 -2.6488
H 3.9016 4.2960 -2.7188
H 3.2998 5.1588 -4.1684
H 1.6572 3.9971 -3.0716
F 1.7109 -1.5082 -6.1390
N 1.7274 -4.0830 4.8107
C 2.0160 -4.7672 3.6587
C 2.8959 -5.7786 3.9734
C 3.1422 -5.7053 5.3652
C 2.4057 -4.6512 5.8575
H 1.1100 -3.2843 4.8780
H 1.5729 -4.4757 2.7159
H 3.3143 -6.4928 3.2761
H 3.7868 -6.3523 5.9461
H 2.3074 -4.2570 6.8602
C -3.4468 6.5320 0.8545
C -2.8187 7.4958 1.8022
O -2.2196 6.6639 2.7696
C -1.9107 5.5144 2.1063
O -1.1415 4.6666 2.5277
O -2.5624 5.4305 0.9064
F -3.7576 8.2522 2.4137
H -4.4441 6.2120 1.1746
H -3.5157 6.9319 -0.1607
H -2.0579 8.1401 1.3487
C -2.9113 -8.3370 0.3040
C -2.7294 -6.8520 0.0417
O -3.7863 -6.2200 -0.2360
O -1.5394 -6.4396 0.1357
H -3.9604 -8.6326 0.2079
H -2.3218 -8.9156 -0.4135
H -2.5752 -8.5790 1.3167
C 9.0303 -3.1982 -0.1631
C 9.1307 -4.7161 -0.2109
C 7.7769 -5.4269 -0.0592
O 7.3414 -5.3707 1.3048
C 6.4746 -4.2751 1.5961
N 9.9944 -5.1598 0.9309
H 8.8221 -2.8211 0.8430
H 9.9752 -2.7458 -0.4846
H 8.2448 -2.8378 -0.8340
H 9.6285 -5.0283 -1.1348
H 7.9165 -6.4911 -0.2890
H 7.0217 -5.0484 -0.7570
H 5.9230 -3.9273 0.7180
H 7.0623 -3.4559 2.0164
H 5.7594 -4.5975 2.3569
H 10.8410 -4.5961 1.0478
H 10.2637 -6.1463 0.8383
H 9.4317 -5.1032 1.7960
C -4.9681 13.5062 3.2904
C -4.8200 12.0189 3.1112
O -5.0271 11.4830 2.0237
C -4.4088 11.2128 4.3141
H -5.2690 13.9581 2.3392
H -5.7387 13.7157 4.0365
H -4.0132 13.9403 3.5972
H -5.1546 11.3200 5.1058
H -3.4291 11.5446 4.6665
H -4.3418 10.1555 4.0366
Be 5.9302 5.1614 -2.8078
C -5.7674 0.5803 -0.9758
C -6.5926 0.3033 -2.2434
C -8.0127 0.8638 -2.0577
O -6.6894 -1.0070 -2.3868
H -6.2052 0.1195 -0.0805
H -4.7399 0.2087 -1.0766
H -5.7069 1.6593 -0.7895
H -6.1334 0.9074 -3.0389
H -8.5335 0.4136 -1.2023
H -8.6293 0.7000 -2.9504
H -7.9745 1.9456 -1.8822

lowest unoccupied orbital energy	-0.2425	Ha
highest occupied orbital energy	-0.302	Eh
net charge	+1

=====

Results for E_tot: -5692.75146 -144047.48063 -6801.51222 -7661.23078 -6809.87363 -91891.48511 (in eV, following the order of the records).
Results for energy above the lowest of the compared OMol25 structures with the same formula, charge and spin: 11.02 0.00 64.53 28.24 20.78 247.65 (in kcal per mole, following the order of the records).
Results for orbital gap: 10.75 8.48 7.08 10.40 6.48 1.61 (in eV, following the order of the records).